Density functional theory data (the ωB97M-V functional and the def2-TZVPD basis) for a structure of composition C3H10N2 at a distorted geometry.

Positions of all 15 atoms, in Å:
N  -0.215  -1.539  -0.686
N  0.733  0.360  -1.407
C  0.680  1.440  1.183
C  0.093  0.349  1.824
C  -1.427  -1.642  -1.055
H  1.032  1.118  -0.327
H  -2.272  -1.245  -0.489
H  1.671  1.723  1.527
H  0.140  0.613  -2.200
H  1.492  -0.188  -1.811
H  -0.980  0.217  1.843
H  0.052  2.321  1.078
H  0.688  -0.402  2.325
H  -0.049  -1.110  0.245
H  -1.639  -2.012  -2.050

Properties
Frontier orbital gap (alpha / beta), eV: 7.5 / 7.5
HOMO level (alpha / beta), eV: -7.64 / -7.64
Total charge: 0